Below is a molecular structure, C11H15AlIO2 in a non-equilibrium geometry, with properties calculated with wB97M-V/def2-TZVPD.

Calculated values
* lowest unoccupied orbital energy: 2.4 eV
* Kohn-Sham gap: 7.42 eV
* highest occupied orbital energy: -5.014 eV
* charge: -1

```
30
Properties=species:S:1:pos:R:3:forces:R:3
C -3.57015 0.02242 -0.73339 0.7 -0.2 -0.7
C -2.50794 -1.22358 -1.06866 -0.7 1.1 0.6
C -1.07781 -0.53211 -1.47699 0.2 -0.4 -0.6
C -0.87255 -0.30583 -3.08924 -0.4 0.6 0.4
Al 0.54193 -1.63392 -0.77452 -0.8 0.5 -0.3
I 0.12585 -4.19609 -1.31365 0.2 0.3 -0.1
O 2.15435 -1.04454 -1.54822 0.9 3.9 4.0
C 2.75526 0.07878 -0.80982 3.8 1.0 -4.5
O 3.74151 0.76808 -1.44550 -5.9 -3.9 4.2
C 2.34204 0.54218 0.70904 -1.9 1.1 3.6
C 1.05926 1.55320 0.87889 1.2 -0.8 2.8
C 0.46109 2.09382 2.33506 4.0 -3.1 -0.1
C 1.21322 1.57960 3.70956 0.8 -0.9 -4.9
C 2.50018 0.57474 3.52111 -1.2 0.7 -2.1
C 3.10735 0.02629 2.09942 -3.7 2.7 -0.1
H -4.68394 -0.32873 -0.81552 2.0 0.7 0.4
H -3.31205 0.46901 0.34312 -0.7 -0.9 -2.4
H -3.36358 0.83750 -1.57818 -0.6 -1.5 2.0
H -2.98147 -1.89684 -1.91837 1.2 1.3 1.7
H -2.44740 -1.84912 -0.05889 0.1 1.1 -2.3
H -1.00528 0.50688 -0.94117 -0.4 -1.7 -1.0
H -0.06412 0.54235 -3.24340 -1.5 -1.9 0.2
H -0.54185 -1.29329 -3.65773 -0.8 2.1 1.2
H -1.87966 0.10699 -3.52416 1.8 -0.8 0.4
H 0.48297 -1.53573 0.80759 0.3 -0.2 0.1
H 0.47691 1.92131 -0.07407 1.5 -0.9 2.0
H -0.47087 2.80564 2.36826 2.1 -1.6 -0.1
H 0.76936 1.94961 4.73573 1.3 -1.1 -2.2
H 3.01961 0.19344 4.51550 -1.2 0.9 -2.4
H 4.02774 -0.73206 2.04819 -2.4 2.0 0.2
```
Forces are in eV/Å.